Entry 1:
Entry from OMol25: 12 unconnected molecules or ions with the total composition C34H92O12 in a non-equilibrium geometry (ωB97M-V/def2-TZVPD).

Last column: Mulliken charge in e.
Element x y z (Å)
C -4.8750 0.9043 0.1892  -0.38
C -5.1549 1.9638 1.2726  0.15
C -4.0382 2.9954 1.3107  -0.59
O -6.3904 2.6428 0.9444  -0.62
H -5.7728 0.3516 -0.0786  0.39
H -4.1395 0.1945 0.5827  -0.10
H -4.4192 1.3819 -0.6792  -0.05
H -5.3733 1.4940 2.2304  0.36
H -3.1399 2.5924 1.7870  0.06
H -4.3195 3.8562 1.9093  0.29
H -3.6807 3.2933 0.3220  0.12
H -6.2262 3.0839 0.1016  0.34
C -1.6867 3.5175 -3.5726  -1.65
C -2.1207 2.4116 -2.6170  1.62
C -2.7895 1.2949 -3.4118  -1.25
O -0.9425 1.8832 -1.9948  0.36
H -0.9407 3.2155 -4.3067  0.23
H -1.3566 4.4278 -3.0710  0.32
H -2.5769 3.8233 -4.1339  0.50
H -2.7877 2.8437 -1.8640  -0.58
H -3.1995 0.5190 -2.7576  0.09
H -2.0754 0.8192 -4.0848  0.18
H -3.6393 1.6634 -3.9914  0.55
H -1.1986 1.0227 -1.5974  -0.50
C 0.9177 -0.2284 -6.5336  -1.71
C 1.0121 0.4731 -5.1925  1.15
C 0.8892 -0.5705 -4.0765  -0.49
O 2.2399 1.1880 -5.0367  -0.53
H 1.7882 -0.8836 -6.6385  0.35
H 0.9386 0.4675 -7.3739  0.44
H 0.0116 -0.8275 -6.5926  0.36
H 0.1935 1.2045 -5.1474  -0.50
H -0.0021 -1.1775 -4.2701  0.15
H 0.8304 -0.1333 -3.0835  -0.19
H 1.7333 -1.2567 -4.1633  0.44
H 2.0909 1.7192 -4.2316  0.49
C 1.4255 4.7280 -1.5988  -1.52
C 2.2399 3.4317 -1.6324  0.21
C 2.2361 2.7622 -0.2637  -0.29
O 1.6640 2.5383 -2.5871  0.06
H 0.4297 4.5294 -1.1829  0.15
H 1.1964 5.0501 -2.6170  0.39
H 1.8617 5.5304 -1.0070  0.46
H 3.2311 3.6966 -1.9985  0.52
H 2.7828 3.3070 0.5082  0.61
H 2.6615 1.7587 -0.2917  -0.29
H 1.2050 2.6491 0.0832  -0.05
H 0.7077 2.4710 -2.3750  -0.07
C 3.7761 1.1067 4.3790  -1.55
C 2.9845 0.5327 3.1898  1.23
C 1.7197 1.3447 2.9679  -0.51
O 3.7660 0.6506 2.0205  -0.38
H 3.1535 1.1664 5.2739  0.39
H 4.0868 2.1307 4.1673  0.35
H 4.6640 0.4987 4.5590  0.45
H 2.6367 -0.4920 3.3768  -0.50
H 1.1087 0.9669 2.1513  -0.50
H 2.0016 2.3659 2.6865  0.35
H 1.1581 1.4758 3.8920  0.39
H 4.6384 0.2630 2.1385  0.32
C -1.0447 -1.3965 1.4264  -0.51
C -0.4913 -0.4950 0.3193  0.04
C 0.9504 -0.8041 -0.0411  -0.43
O -1.3560 -0.5760 -0.8106  1.60
H -1.1770 -2.4193 1.0669  0.52
H -2.0063 -0.9694 1.7206  -0.34
H -0.4424 -1.3942 2.3334  -0.28
H -0.5641 0.5130 0.7407  0.16
H 1.6058 -0.8152 0.8308  0.44
H 1.3355 -0.0227 -0.7007  -1.04
H 1.0003 -1.7617 -0.5646  0.14
H -1.2981 -1.4985 -1.1268  -0.70
C 4.7273 -0.9049 -0.7885  -1.01
C 4.3434 -0.3528 -2.1589  0.72
O 5.4850 -0.4758 -2.9860  -0.44
C 5.1998 -0.3287 -4.3564  0.20
C 6.4622 -0.7194 -5.1261  -1.36
H 5.2124 -1.8606 -0.9903  0.39
H 5.5159 -0.2658 -0.3806  0.37
H 3.8877 -0.9066 -0.0997  0.03
H 3.4918 -0.9114 -2.5564  -0.19
H 4.0885 0.7087 -2.0613  0.02
H 4.3845 -1.0138 -4.6416  0.13
H 4.8090 0.6477 -4.6599  0.23
H 6.3387 -0.7045 -6.2040  0.39
H 6.8659 -1.6675 -4.7732  0.31
H 7.1952 0.0189 -4.7815  0.31
C -1.7590 1.2166 4.0101  -0.07
C -1.6341 2.5178 4.8176  -0.63
O -2.5011 3.4163 4.1479  -0.09
C -2.5490 4.7029 4.7314  -0.38
C -3.5739 5.5699 4.0151  -1.23
H -2.7804 0.8398 4.0479  0.56
H -1.3823 1.3063 2.9950  -0.40
H -1.1578 0.4544 4.5171  0.04
H -1.9476 2.3018 5.8414  0.34
H -0.6083 2.8889 4.7402  0.37
H -2.7332 4.6696 5.8129  0.33
H -1.5472 5.1540 4.6931  0.32
H -4.5332 5.0574 3.9689  0.31
H -3.2045 5.8742 3.0396  0.27
H -3.7535 6.4657 4.6132  0.43
C -3.5223 -3.1246 -2.0938  -0.93
C -2.2178 -2.9902 -2.8784  -0.21
O -1.0914 -3.1171 -2.0182  -0.46
H -3.5884 -4.0503 -1.5160  0.32
H -4.3933 -3.1849 -2.7549  0.45
H -3.6752 -2.2829 -1.4161  0.03
H -2.1918 -2.0392 -3.4092  -0.03
H -2.2003 -3.7792 -3.6388  0.53
H -0.9716 -4.0464 -1.8008  0.23
C 1.3993 -3.5404 3.4127  -0.66
C 0.8032 -3.1467 4.7285  -0.65
O 0.1449 -1.8882 4.5638  -0.32
H 0.6672 -3.7063 2.6205  0.20
H 1.9835 -4.4614 3.4926  0.49
H 2.0763 -2.7872 2.9999  0.05
H 1.5588 -3.0831 5.5220  0.31
H 0.0557 -3.8796 5.0614  0.42
H -0.3882 -1.7025 5.3422  0.19
C 3.2361 -4.0736 0.1275  0.25
C 3.0603 -5.3145 -0.7355  -0.64
O 1.7439 -5.8645 -0.5971  -0.50
H 4.2503 -3.6761 0.0871  0.27
H 2.9306 -4.1939 1.1689  0.05
H 2.5864 -3.2689 -0.2294  -0.26
H 3.7697 -6.1055 -0.4614  0.34
H 3.3234 -5.0412 -1.7582  0.33
H 1.7780 -6.3146 0.2524  0.30
C -3.5677 -3.5836 2.3787  -0.22
C -4.5177 -4.3225 3.3357  -0.64
O -4.3599 -5.7449 3.1013  -0.53
H -2.5765 -4.0100 2.5368  0.22
H -3.4829 -2.5205 2.6177  0.14
H -3.8243 -3.6891 1.3257  0.10
H -5.5464 -3.9929 3.1890  0.36
H -4.1931 -4.1951 4.3672  0.29
H -5.0482 -5.9712 2.4657  0.30

The calculation puts the max |F| at 1.99 eV/A. The calculation puts the gap between HOMO and LUMO at 9.48 eV. As for the energy above the lowest of the compared OMol25 structures with the same formula, charge and spin: 58.91 kcal/mol. The value obtained for the highest occupied orbital energy is -9.16 eV. The total energy is -61318.5002 eV. As for the multiplicity: 1. As for the SMILES: CC(C)O.CC(C)O.CC(C)O.CC(C)O.CC(C)O.CC(C)O.CCOCC.CCOCC.CCO.CCO.CCO.CCO.


Entry 2:
Entry from OMol25: 5 unconnected molecules or ions with the total composition C5H23N2O4 (ωB97M-V/def2-TZVPD).

Last column: Mulliken charge in e.
Element x y z (Å)
N 0.3225 1.6139 1.5417  0.03
C 1.2589 2.2116 0.5562  -0.63
C 1.9014 1.0732 -0.2455  -0.72
N 0.8849 0.1118 -0.6322  -0.04
C 0.1826 0.3673 -1.8951  -0.72
C -1.3089 0.6401 -1.6745  -0.29
C -2.0512 -0.5966 -1.1894  -0.97
H -0.0457 0.7368 1.1363  0.10
H 0.8088 1.3347 2.3915  0.41
H -0.4480 2.2591 1.7690  0.30
H 0.6875 2.8525 -0.1098  0.31
H 1.9958 2.8195 1.0748  0.44
H 2.4580 1.4978 -1.0868  0.39
H 2.6503 0.5649 0.3609  0.41
H 1.2136 -0.8380 -0.5485  0.09
H 0.2815 -0.5139 -2.5332  0.37
H 0.6269 1.2071 -2.4291  0.33
H -1.7359 0.9997 -2.6135  0.43
H -1.4125 1.4599 -0.9560  0.05
H -1.9861 -1.3862 -1.9406  0.21
H -3.1144 -0.4060 -1.0377  0.38
H -1.6190 -0.9671 -0.2580  0.19
H -0.3094 -1.5582 3.0823  0.31
H 0.3955 -1.6793 1.7230  0.36
O 0.1551 -1.0353 2.4221  -0.63
H 0.9493 -3.7952 -2.6955  0.29
H -0.5600 -3.7338 -2.3559  0.32
O 0.2935 -3.3371 -2.1546  -0.63
H -2.7982 2.9635 1.4082  0.30
H -2.3983 3.5950 2.7653  0.30
O -2.1129 2.9700 2.0858  -0.65
H 0.6147 -3.1009 -0.3934  0.34
H 1.6511 -3.4619 0.7188  0.29
O 0.8657 -2.9381 0.5382  -0.68

The calculation puts the max |F| at 0.48 eV/A. The calculation puts the gap between HOMO and LUMO at 10.07 eV. As for the energy above the lowest of the compared OMol25 structures with the same formula, charge and spin: 1.68 kcal/mol. The value obtained for the highest occupied orbital energy is -12.41 eV. The total energy is -16723.6845 eV. Its total charge is +1. As for the multiplicity: 1.


Entry 3:
Entry from OMol25: a molecular structure, C23H22Cl2N4O3PS5V in a non-equilibrium geometry (ωB97M-V/def2-TZVPD).

Last column: Löwdin spin population.
Element x y z (Å)
V -0.9976 -0.0229 2.9918  2.73
C -2.5360 4.4625 -0.2460  0.00
C -2.2573 4.2698 1.1985  0.00
N -2.4138 5.1516 2.1174  0.00
N -1.9887 4.4860 3.2458  0.01
C -1.6100 3.2177 3.0548  0.01
S -1.0280 2.1018 4.1458  0.03
N -1.7566 3.0992 1.7220  0.00
N -1.5591 1.8864 1.0834  0.01
H -2.9387 5.4589 -0.3917  0.00
H -3.2570 3.7256 -0.6125  0.00
H -1.6183 4.3524 -0.8303  0.00
H -2.0701 4.9148 4.1445  0.00
H -2.1285 1.8213 0.2580  0.00
H -0.5658 1.7567 0.8463  0.00
S 1.3141 -0.1806 3.5383  0.03
S 1.3219 -0.9158 5.4709  0.02
S -0.0546 -2.4531 5.3371  0.02
S -1.7709 -1.4325 4.8117  0.02
O 0.8718 0.3582 0.6057  0.01
P 1.2536 -0.5634 -0.5235  0.00
C 1.0813 -2.3184 -0.2617  0.00
C 1.2078 -2.8173 1.0349  0.00
C 1.0489 -4.1749 1.2614  0.00
C 0.7853 -5.0321 0.1997  0.00
C 0.6838 -4.5405 -1.0992  0.00
C 0.8269 -3.1816 -1.3327  0.00
C 0.2518 -0.1731 -1.9879  0.00
C 0.7010 0.6600 -3.0130  0.00
C -0.1725 1.0617 -4.0219  0.00
C -1.4927 0.6340 -4.0114  0.00
C -1.9466 -0.2011 -2.9958  0.00
C -1.0787 -0.6089 -1.9880  0.00
C 2.9714 -0.2883 -1.0037  0.00
C 3.7962 -1.3170 -1.4482  0.00
C 5.0907 -1.0342 -1.8802  0.00
C 5.5586 0.2711 -1.8691  0.00
C 4.7479 1.2980 -1.3991  0.00
C 3.4576 1.0184 -0.9635  0.00
H 1.4052 -2.1415 1.8661  0.00
H 1.1068 -4.5484 2.2778  0.00
H 0.6448 -6.0915 0.3847  0.00
H 0.4683 -5.2123 -1.9225  0.00
H 0.7209 -2.7910 -2.3407  0.00
H 1.7310 0.9936 -3.0289  0.00
H 0.1798 1.7134 -4.8138  0.00
H -2.1677 0.9402 -4.8047  0.00
H -2.9787 -0.5353 -2.9773  0.00
H -1.4302 -1.2873 -1.2088  0.00
H 3.4275 -2.3382 -1.4508  0.00
H 5.7344 -1.8374 -2.2222  0.00
H 6.5608 0.4895 -2.2226  0.00
H 5.1246 2.3142 -1.3686  0.00
H 2.8194 1.8068 -0.5736  0.00
Cl -3.7934 0.4132 2.8942  0.01
C -4.0907 -0.6374 1.4916  0.00
Cl -4.5895 0.3503 0.0561  0.00
C -2.8513 -1.5037 1.1093  0.01
O -3.0722 -2.3444 0.2557  0.02
O -1.7529 -1.2245 1.7079  0.03
H -4.9255 -1.2787 1.7027  0.00

The calculation puts the max |F| at 3.15 eV/A. The calculation puts the gap between HOMO and LUMO (alpha / beta) at 5.03 / 5.41 eV. As for the energy above the lowest of the compared OMol25 structures with the same formula, charge and spin: 0.00 kcal/mol. The value obtained for the highest occupied orbital energy (alpha / beta) is -2.91 / -3.29 eV. The total energy is -150514.2746 eV. Its total charge is -1. Its expectation value of S² is 3.764. As for the multiplicity: 4.


Entry 4:
Entry from OMol25: 2 unconnected molecules or ions with the total composition C5H10N3P3 in a non-equilibrium geometry (ωB97M-V/def2-TZVPD).

Last column: Mulliken charge in e.
Element x y z (Å)
C -0.2112 -0.2364 -0.1083  0.12
C 0.8616 0.6663 -0.1154  0.52
C -0.9806 -0.4138 -1.1939  0.15
C 0.2774 1.0177 -2.3725  0.24
C 1.8780 0.9803 0.9037  -0.92
N 1.0114 1.3109 -1.3007  -0.48
N -0.7667 0.1674 -2.3428  -0.48
N 0.6176 1.6436 -3.5968  -0.52
P -2.4492 -1.4674 -1.2882  -0.23
P -0.8743 -0.0932 2.9705  -0.16
P -0.6480 -1.9438 2.1286  0.12
H 1.3809 1.1151 1.9611  0.21
H 2.6116 0.1405 1.0884  0.21
H 2.3160 1.9526 0.6558  0.32
H 1.1460 2.5085 -3.4051  0.29
H -0.2734 1.8158 -4.0214  0.26
H -1.4955 -2.6659 -1.6827  0.08
H -2.5534 -1.1555 -2.5597  0.06
H -1.6142 -0.2564 4.1851  0.08
H -2.2018 0.0383 2.1944  0.08
H 0.7598 -1.9112 2.1887  0.04

The calculation puts the max |F| at 4.16 eV/A. The calculation puts the gap between HOMO and LUMO (alpha / beta) at 7.44 / 7.32 eV. As for the energy above the lowest of the compared OMol25 structures with the same formula, charge and spin: 66.24 kcal/mol. The value obtained for the highest occupied orbital energy (alpha / beta) is -8.56 / -8.69 eV. The total energy is -37678.9887 eV. As for the multiplicity: 1.


Entry 5:
Entry from OMol25: C3H8N2 in the gas phase in a non-equilibrium geometry (ωB97M-V/def2-TZVPD).

Last column: Mulliken charge in e.
Element x y z (Å)
H 3.1920 -0.4569 0.1994  0.27
N 2.3609 -0.2647 0.7581  -0.59
C 1.2469 -0.3161 0.1360  -0.28
C 0.3120 0.9090 0.0819  -0.22
N -0.8721 0.3025 0.6480  -0.44
C -1.7723 -0.2614 -0.3338  -0.76
H 1.0037 -1.0347 -0.6623  0.35
H 0.6954 1.6661 0.7672  0.27
H 0.1623 1.2715 -0.9385  0.27
H -0.2725 -0.6096 1.1200  0.29
H -2.6401 -0.6744 0.1787  0.28
H -2.1036 0.5277 -1.0139  0.32
H -1.3128 -1.0588 -0.9409  0.26

The calculation puts the max |F| at 4.50 eV/A. The calculation puts the gap between HOMO and LUMO at 8.76 eV. As for the energy above the lowest of the compared OMol25 structures with the same formula, charge and spin: 97.88 kcal/mol. The value obtained for the highest occupied orbital energy is -8.34 eV. The total energy is -6217.6025 eV. As for the multiplicity: 1. As for the SMILES: [H]/N=C/CNC.


Question: Which of these has the highest max |F|?
Answer: C3H8N2


Question: Among the records above, which one has the lowest energy above the lowest of the compared OMol25 structures with the same formula, charge and spin?
Answer: C23H22Cl2N4O3PS5V